68
Properties=species:S:1:pos:R:3:forces:R:3:nbo_charge:R:1 method="wB97M-V/def2-TZVPD" lumo_energy_ev="-7.230 / -7.113" e_tot_ev=-147547.23324 s_squared=0.779 homo_energy_ev="-14.15 / -14.16" charge=+2 multiplicity=2
V -0.253200 0.370600 0.102100 -2.402 -1.475 -4.342 1.60
Br 4.579100 0.205900 5.606700 -0.320 -0.062 -0.296 0.16
C 3.146900 0.184100 4.368000 0.136 0.057 0.058 -0.09
C 1.872000 0.586100 4.784100 0.549 -0.218 -0.113 -0.15
C 0.814200 0.605500 3.899600 -0.570 -0.185 -0.945 -0.23
C 1.011200 0.226200 2.565700 3.491 -0.158 2.578 0.36
O 0.102200 0.239000 1.646200 -0.474 0.130 3.942 -0.58
C 2.322700 -0.135700 2.126200 -1.028 0.061 0.517 -0.20
C 2.563300 -0.302200 0.726800 0.207 0.117 0.035 0.24
N 1.655400 -0.191200 -0.196800 1.011 -0.305 0.504 -0.57
C 2.068700 -0.040200 -1.522300 0.648 0.043 -1.387 0.16
C 3.236300 -0.526200 -2.079100 -0.608 0.065 0.314 -0.19
C 3.590300 -0.180500 -3.389500 -0.006 0.265 -0.240 -0.17
C 2.807300 0.664700 -4.130500 0.084 -0.144 0.178 -0.16
C 1.594500 1.155900 -3.602700 -0.189 -0.222 0.430 -0.01
C 0.724600 1.998900 -4.317700 -0.181 -0.055 0.327 -0.05
C -0.446000 2.395300 -3.723400 0.043 -0.107 0.029 -0.26
C -0.747600 1.967200 -2.425500 -0.495 0.455 -0.406 0.15
N 0.039200 1.180400 -1.712300 0.354 0.649 -0.591 -0.57
C 1.202300 0.777100 -2.291200 1.281 -0.473 -0.597 0.13
C 3.373600 -0.171200 3.046900 -0.059 0.111 0.219 -0.14
H 1.725300 0.888300 5.809700 -0.046 0.033 0.064 0.26
H -0.166600 0.929900 4.219400 -0.016 -0.033 0.031 0.25
H 3.610800 -0.400300 0.433800 -0.170 -0.045 -0.016 0.22
H 3.883100 -1.185700 -1.517100 0.011 -0.030 0.023 0.24
H 4.513700 -0.557500 -3.799500 0.059 -0.076 -0.057 0.25
H 3.103300 0.963300 -5.123900 0.023 0.000 -0.119 0.25
H 0.988600 2.310000 -5.315000 -0.018 0.077 -0.185 0.25
H -1.158900 3.008600 -4.248700 -0.055 0.139 0.005 0.26
H -1.683700 2.287400 -1.981300 0.142 -0.098 0.014 0.23
H 4.363600 -0.448900 2.714300 0.088 0.001 0.031 0.25
C -3.627200 -3.161400 1.543600 0.670 0.359 -0.044 -1.12
Si -2.117600 -2.009900 1.619600 0.276 -0.060 0.049 1.68
C -0.484100 -2.952400 1.907900 -0.694 0.311 -0.026 -1.11
C -2.406100 -0.701500 2.991800 0.045 -0.352 -0.630 -1.11
C -1.854400 -1.028800 -0.074700 0.881 -0.473 -0.286 -1.09
C -2.690700 0.150900 -0.043500 -1.062 0.118 0.188 0.26
C -4.083700 0.262600 -0.122700 0.084 0.155 -0.126 -0.27
C -4.662200 1.498400 0.080100 0.190 -0.058 0.026 -0.07
C -3.858400 2.604600 0.372900 0.450 0.011 0.007 -0.25
C -2.491000 2.434400 0.413000 -0.541 0.899 0.249 0.07
N -1.939100 1.239000 0.203600 -1.641 0.799 -0.106 -0.59
Si -1.879200 -2.072000 -1.730000 0.292 -0.141 -0.134 1.64
C -0.306300 -3.145400 -1.611900 -0.683 0.326 -0.136 -1.10
C -1.761900 -0.951000 -3.280400 0.002 -0.341 0.671 -1.10
C -3.492200 -3.066600 -1.898800 0.692 0.298 0.170 -1.10
H -3.888600 -3.495200 2.542800 0.050 0.017 0.287 0.27
H -3.429700 -4.052800 0.960100 0.087 -0.155 -0.120 0.25
H -4.510200 -2.684400 1.134000 -0.157 0.190 -0.113 0.24
H -0.284800 -3.044800 2.970500 0.017 -0.014 0.250 0.26
H 0.365800 -2.449400 1.452200 0.083 0.045 -0.082 0.22
H -0.534900 -3.959100 1.508600 0.006 -0.185 -0.149 0.26
H -3.454500 -0.646700 3.270300 -0.176 -0.038 -0.010 0.26
H -2.093800 0.297700 2.689100 -0.038 0.017 0.089 0.22
H -1.851800 -0.978400 3.885700 0.086 -0.055 0.097 0.25
H -4.679100 -0.611900 -0.326200 -0.064 -0.110 -0.023 0.25
H -5.733400 1.621800 0.033300 -0.115 -0.057 -0.003 0.25
H -4.293100 3.569800 0.573500 0.000 0.103 -0.012 0.26
H -1.812300 3.252500 0.637400 -0.121 -0.028 -0.049 0.22
H 0.502600 -2.620000 -1.104400 0.031 0.051 0.048 0.22
H 0.050000 -3.433500 -2.595800 0.019 -0.013 -0.231 0.26
H -0.502900 -4.065300 -1.071800 -0.012 -0.159 0.199 0.25
H -0.735300 -0.688300 -3.522900 0.157 0.066 0.031 0.22
H -2.350600 -0.040900 -3.197900 -0.131 0.115 0.025 0.23
H -2.145000 -1.493400 -4.139500 -0.125 -0.199 -0.082 0.27
H -3.575000 -3.848300 -1.155100 -0.021 -0.116 0.174 0.25
H -3.523800 -3.553700 -2.868800 0.115 -0.015 -0.238 0.26
H -4.377000 -2.441600 -1.835400 -0.142 0.176 0.033 0.24

---

68
Properties=species:S:1:pos:R:3:forces:R:3:nbo_charge:R:1 method="wB97M-V/def2-TZVPD" lumo_energy_ev="-0.527 / -0.526" e_tot_ev=-67833.00428 de_lowest_kj_mol=13.5 homo_energy_ev="-6.93 / -6.94" charge=0
Pd -0.328219 0.151962 -0.090434 0.506 0.199 0.642 0.78
Cl -7.099771 -2.622415 1.773510 -0.038 -0.015 0.020 -0.03
C -5.673448 -2.203567 0.864048 0.032 0.067 -0.002 -0.12
C -5.155742 -3.138252 -0.068079 0.061 0.022 -0.022 -0.20
C -4.050570 -2.846315 -0.803312 -0.122 -0.063 0.017 -0.26
C -3.331206 -1.595453 -0.661178 0.019 0.257 -0.001 0.43
O -2.294015 -1.365060 -1.314373 -0.232 -0.047 -0.188 -0.69
C -3.906072 -0.656843 0.293174 0.202 0.041 -0.136 -0.29
C -3.417306 0.660432 0.407607 -0.139 -0.174 -0.110 0.20
N -2.302861 1.134038 -0.088489 0.223 -0.139 -0.005 -0.57
C -2.180330 2.515313 -0.209491 -0.177 0.028 -0.011 0.14
C -3.244024 3.381708 -0.371915 0.047 -0.118 0.031 -0.24
C -3.046329 4.767503 -0.486624 -0.002 0.067 -0.007 -0.18
C -1.790993 5.303049 -0.468689 -0.021 0.055 -0.011 -0.21
C -0.671485 4.450044 -0.354875 0.017 -0.077 0.007 -0.10
C 0.656740 4.930954 -0.346308 0.044 -0.116 0.017 -0.11
C 1.686594 4.043813 -0.242107 -0.009 0.147 -0.011 -0.27
C 1.400924 2.672884 -0.162276 0.084 -0.098 -0.121 0.10
N 0.186370 2.186258 -0.168457 -0.288 -0.325 -0.092 -0.45
C -0.867090 3.056411 -0.248283 -0.088 0.047 0.094 0.21
C -5.077476 -0.994867 1.021727 -0.028 -0.052 0.011 -0.15
H -5.664289 -4.086395 -0.191889 -0.002 0.002 0.000 0.22
H -3.664444 -3.551826 -1.529344 0.015 0.015 0.010 0.21
H -4.075487 1.364219 0.927478 0.007 -0.013 0.052 0.17
H -4.246453 2.983126 -0.440289 -0.015 0.012 -0.016 0.22
H -3.907634 5.412519 -0.603792 0.002 -0.009 0.003 0.22
H -1.632921 6.369855 -0.561098 -0.003 -0.003 0.006 0.22
H 0.835439 5.996425 -0.421092 0.007 0.002 -0.006 0.22
H 2.719478 4.362217 -0.228629 -0.009 0.022 0.001 0.23
H 2.208489 1.961451 -0.104445 -0.069 -0.004 -0.023 0.22
H -5.495362 -0.271936 1.713288 -0.001 -0.004 0.001 0.21
C 1.046407 -1.454203 -2.774652 0.084 0.053 -0.010 -1.14
Si 2.237371 -0.444007 -1.725065 0.210 -0.309 -0.151 1.70
C 3.958217 -1.211726 -1.897299 -0.060 0.067 0.015 -1.12
C 2.386270 1.220514 -2.596707 -0.007 0.000 0.077 -1.12
C 1.608540 -0.560255 0.061933 -0.180 0.145 -0.029 -1.14
C 1.159111 -1.985447 0.210202 -0.114 -0.103 -0.054 0.24
C 1.889222 -3.170369 0.177584 -0.029 0.006 0.054 -0.25
C 1.201895 -4.367460 0.273481 0.018 0.029 -0.019 -0.16
C -0.182501 -4.357884 0.377352 0.000 0.009 0.034 -0.27
C -0.838131 -3.140741 0.393235 -0.132 0.015 0.242 0.09
N -0.169631 -1.992282 0.343511 -0.023 0.419 -0.368 -0.48
Si 2.334605 -0.194132 1.775989 0.243 -0.003 -0.033 1.71
C 4.036109 -1.005032 1.895703 -0.075 0.032 0.010 -1.12
C 1.223287 -0.956322 3.086481 0.025 0.025 -0.044 -1.13
C 2.610027 1.587019 2.324254 -0.039 -0.075 0.100 -1.12
H 1.302483 -1.330427 -3.830630 -0.004 0.010 0.001 0.24
H 0.003493 -1.154916 -2.640246 -0.003 0.000 0.011 0.27
H 1.111301 -2.520576 -2.548205 -0.019 0.002 0.023 0.24
H 4.330527 -1.042413 -2.911133 -0.010 0.002 -0.004 0.24
H 3.947433 -2.290176 -1.736783 0.003 -0.017 0.025 0.23
H 4.680694 -0.774980 -1.204080 -0.012 0.006 -0.020 0.23
H 2.699806 0.953794 -3.610526 0.004 0.022 -0.005 0.24
H 3.147695 1.893545 -2.195415 -0.041 -0.035 0.003 0.23
H 1.441074 1.758175 -2.683182 0.020 -0.003 0.032 0.24
H 2.962920 -3.145336 0.072107 0.033 0.006 -0.017 0.22
H 1.739910 -5.306986 0.254446 0.007 0.005 0.001 0.22
H -0.747976 -5.276403 0.442753 -0.014 0.012 -0.001 0.23
H -1.914247 -3.079333 0.471373 0.099 -0.065 0.022 0.22
H 3.975743 -2.091702 1.822802 0.010 -0.009 -0.007 0.23
H 4.504434 -0.770049 2.854971 -0.028 0.014 0.009 0.24
H 4.703661 -0.651793 1.106553 -0.009 0.004 0.020 0.23
H 1.261148 -2.047484 3.075821 -0.023 0.000 -0.028 0.24
H 0.181175 -0.655004 2.961337 0.006 0.009 -0.005 0.25
H 1.556140 -0.622095 4.072503 -0.001 -0.017 0.000 0.24
H 3.408821 2.105117 1.792790 0.014 0.014 -0.048 0.23
H 2.922361 1.508101 3.370578 0.016 0.027 -0.020 0.24
H 1.710106 2.202048 2.300776 0.011 -0.020 0.035 0.24

---

77
Properties=species:S:1:pos:R:3:forces:R:3:mulliken_charge:R:1 method="wB97M-V/def2-TZVPD" lumo_energy_ev="2.371 / 1.510" e_tot_ev=-174939.86164 s_squared=3.922 de_lowest_kj_mol=186.5 homo_energy_ev="-4.41 / -4.67" charge=-1 multiplicity=4
Co 0.293585 -0.278128 -0.530870 -0.876 0.421 0.594 -0.61
C 2.959571 -1.610239 2.712248 0.290 -0.287 0.103 -0.89
C 2.103047 -0.781737 1.975210 -0.157 0.216 -0.235 -0.09
N 1.680030 -1.101998 0.772465 0.157 -0.201 0.411 0.28
C 2.067438 -2.295747 0.253813 0.225 -0.273 -0.037 -0.06
C 2.897574 -3.214587 0.922648 -0.176 0.180 -0.143 0.82
C 3.365267 -2.814342 2.191761 -0.129 0.223 0.032 -0.74
C 3.153312 -4.462437 0.301570 0.026 -0.215 -0.051 -1.04
C 2.534124 -4.778363 -0.884344 0.097 -0.012 0.129 -0.73
C 1.706974 -3.869524 -1.570538 -0.005 0.337 0.212 0.64
C 0.838370 -4.194017 -2.694560 -0.128 0.023 -0.104 -1.15
C 0.094301 -3.249655 -3.278274 -0.014 -0.041 0.010 -1.02
C 0.265734 -1.796875 -2.933957 -0.017 0.279 -0.008 0.59
N 0.820538 -1.610977 -1.605189 0.422 -0.977 -0.645 0.36
C 1.544127 -2.589396 -1.036054 0.091 -0.130 -0.060 0.34
H 3.272747 -1.297519 3.699349 -0.002 0.023 -0.014 0.46
H 1.755865 0.164223 2.369740 -0.077 0.014 0.022 0.47
H 4.023412 -3.469558 2.750156 -0.020 -0.005 0.035 0.41
H 3.794544 -5.179177 0.799823 -0.015 -0.003 -0.007 0.38
H 2.673776 -5.767115 -1.309198 0.003 -0.004 0.007 0.37
H 0.736545 -5.236928 -2.975176 -0.011 0.012 -0.041 0.35
H -0.627274 -3.492229 -4.050002 0.036 -0.074 -0.011 0.40
H 0.956640 -1.350545 -3.669641 -0.069 -0.021 -0.031 0.18
N -3.572652 0.359508 1.661799 0.076 -0.308 -0.116 -0.56
C -2.937393 1.409687 0.853610 0.279 -0.279 -0.224 0.97
C -3.650355 2.750731 1.055286 0.088 0.088 -0.040 -1.89
P -1.156631 1.494261 1.457297 0.287 0.624 0.686 1.31
O -1.055838 3.093355 1.826724 0.083 -0.071 0.062 -0.63
O -1.066260 0.796954 2.786145 -0.091 0.044 -0.160 -0.72
O 0.003118 1.347014 0.484372 -0.187 0.249 -0.172 -0.92
P -3.034401 0.801356 -0.911088 0.044 0.036 -0.313 0.56
O -3.860726 2.108428 -1.495761 -0.035 -0.163 -0.046 -0.77
O -3.851533 -0.375662 -1.264117 -0.294 -0.065 -0.008 -0.92
O -1.714399 1.154127 -1.764566 -0.005 0.123 -0.163 0.23
H -4.565857 0.316806 1.469909 -0.030 0.087 0.006 0.24
H -3.404349 0.524562 2.647942 0.021 -0.040 -0.034 0.26
H -2.807255 -1.500589 1.050192 0.104 -0.029 0.051 0.25
H -3.615460 3.016528 2.113096 0.022 -0.006 -0.004 0.43
H -4.690761 2.660008 0.744307 0.010 -0.020 0.000 0.49
H -3.183876 3.547102 0.480625 -0.057 0.049 0.015 0.25
H -0.924678 3.155316 2.781507 -0.060 -0.007 -0.147 0.33
H -4.263066 1.822575 -2.327472 0.066 0.051 0.144 0.33
Se -0.753889 -1.572984 3.744610 -0.175 -0.199 -0.050 0.17
C -0.163433 -0.756042 5.342753 0.114 0.074 0.182 0.36
C 0.489890 0.477611 5.371559 -0.069 -0.014 -0.099 0.01
C 0.974096 0.955887 6.575671 0.012 -0.025 0.107 -0.46
N 0.860806 0.315924 7.740131 -0.009 0.024 0.054 -0.62
C 0.212059 -0.846975 7.712792 0.050 0.056 0.039 -0.30
C -0.316520 -1.413393 6.566633 -0.005 -0.063 -0.161 -0.46
H 0.583068 1.056826 4.464731 0.055 -0.012 -0.042 0.24
H 1.496991 1.907089 6.617081 -0.036 0.000 -0.072 0.35
H 0.109731 -1.349484 8.670258 -0.026 -0.045 -0.043 0.34
H -0.838259 -2.360877 6.612170 0.006 -0.001 0.050 0.34
O -1.580125 -0.650970 -0.011344 0.458 0.491 0.038 -0.98
O -2.012698 -1.856765 0.606198 -0.108 -0.071 0.047 -0.37
C -0.145063 4.028910 -1.614631 0.060 -0.072 -0.074 -0.67
N 0.981470 3.628772 -2.445823 -0.031 -0.042 -0.009 0.14
C 0.853916 4.159209 -3.783935 0.049 0.063 0.109 -1.01
C 1.305702 2.202173 -2.400415 -0.057 -0.052 0.015 -1.84
C 0.303290 1.226132 -3.008936 -0.038 0.190 -0.037 0.84
C 0.197124 1.144093 -4.345022 0.022 -0.007 0.142 -0.79
C -0.821723 0.337809 -5.006909 -0.068 -0.046 -0.117 -0.69
C -1.445750 -0.627403 -4.333690 -0.054 -0.060 -0.021 -1.43
C -1.010637 -0.923442 -2.932483 0.052 0.087 0.136 0.34
C -0.610793 0.359748 -2.162829 -0.099 -0.116 -0.006 1.79
H -0.146707 5.119161 -1.533128 -0.029 -0.013 -0.008 0.42
H -0.033572 3.605718 -0.621392 -0.008 -0.038 0.104 0.00
H -1.113913 3.703818 -2.019818 -0.018 -0.015 0.004 0.25
H 0.813853 5.249264 -3.721139 -0.018 0.007 -0.040 0.36
H -0.050578 3.814851 -4.310025 0.012 0.020 -0.013 0.32
H 1.728792 3.882827 -4.378245 -0.022 0.011 -0.022 0.32
H 1.489277 1.942504 -1.356897 -0.006 0.066 0.003 0.21
H 2.251002 2.086454 -2.941768 -0.004 -0.030 0.033 0.53
H 0.864366 1.725584 -4.973817 0.003 -0.004 0.043 0.49
H -1.055302 0.557428 -6.042666 -0.034 -0.043 0.003 0.44
H -2.226358 -1.231404 -4.781866 0.009 0.033 -0.052 0.49
H -1.796588 -1.426747 -2.368295 0.043 -0.002 0.053 0.85